Entry 1:
The following is a DFT calculation (ωB97M-V/def2-TZVPD) of a molecular structure, C14H25Br3CaF4IO8SSi2.

Structure (XYZ):
```
59
Properties=species:S:1:pos:R:3:forces:R:3
F -2.2706 -1.1809 3.4472 0.0 -0.1 -0.3
C -2.0378 -1.6295 2.1947 -0.4 -0.2 -0.2
F -2.4193 -0.6454 1.3434 0.1 -0.1 0.2
F -2.8573 -2.6751 1.9761 0.1 0.2 0.1
C -0.6006 -2.0090 2.0020 0.3 0.4 0.2
C 0.3202 -0.8005 2.2613 0.0 -0.6 -0.4
Si 2.0379 -1.2104 1.6465 0.1 -1.2 0.4
S 3.5449 -0.4403 2.9775 0.0 0.8 -0.1
O 2.3055 -0.7580 0.0741 -0.1 0.8 0.8
Si 2.1090 0.7812 -0.4634 -0.2 -0.7 -0.7
I -0.0864 0.9745 -1.5170 0.2 0.1 0.2
C 2.2377 2.1113 0.8868 -0.2 1.0 -1.2
C 2.3284 3.4319 0.1220 0.3 -1.0 0.9
C 3.7026 4.1287 -0.0250 -1.4 -0.5 1.4
O 3.0511 3.4586 -1.0420 0.3 0.1 -1.7
H -0.4513 -2.4228 1.0148 -0.2 -0.1 -0.4
H -0.3796 -2.7869 2.7159 0.0 -0.4 0.2
H -0.1411 0.0590 1.7929 0.1 0.5 0.0
H 0.3865 -0.6690 3.3309 0.0 0.4 0.3
H 2.1779 -2.6747 1.6661 0.1 0.0 0.0
H 3.9436 -1.5711 3.5550 -0.1 -0.3 -0.1
H 3.1152 0.9854 -1.4956 0.1 0.1 0.0
H 3.1190 2.0250 1.5014 0.1 -0.5 0.5
H 1.3331 2.2264 1.4659 -0.1 -0.5 0.5
H 1.4880 4.0909 0.2046 -0.3 0.3 -0.4
H 4.3110 3.5120 0.6520 0.5 0.5 -0.1
H 3.3466 5.1496 0.1397 0.6 0.6 0.1
C 5.0122 -1.7389 -3.1520 -0.2 -0.2 -0.2
C 5.4941 -2.1964 -1.7916 0.1 -0.1 -0.3
O 6.2580 -1.0634 -1.3627 -0.1 -0.1 0.3
C 5.7553 0.0261 -1.9663 0.0 -0.7 -0.2
O 6.0117 1.1369 -1.6277 0.0 1.0 0.2
O 4.9353 -0.3054 -2.9722 0.1 -0.1 0.0
F 6.3081 -3.2677 -1.8665 0.1 0.1 0.0
H 5.7431 -1.9606 -3.9298 0.1 0.0 0.1
H 4.0476 -2.1538 -3.4252 -0.2 0.1 0.2
H 4.7017 -2.3954 -1.0736 -0.1 -0.1 0.0
O 2.4054 -3.3709 -1.8334 0.2 0.3 0.1
H 2.2078 -2.7444 -1.1214 -0.1 -0.1 -0.1
O -8.9280 -4.1925 -0.9301 -0.2 -0.3 -0.1
C -8.1743 -3.2835 -0.7566 0.1 0.3 0.3
O -6.9759 -3.3068 -1.3755 0.0 -0.1 -0.2
C -6.0845 -2.1936 -1.3856 0.2 0.1 0.1
C -5.1942 -2.1652 -0.1603 -0.1 -0.1 0.1
C -8.4953 -2.1501 0.1937 -0.1 0.2 -0.3
H -6.6342 -1.2602 -1.5168 0.0 0.0 0.0
H -5.4784 -2.3280 -2.2798 0.0 -0.1 0.0
H -5.7736 -2.0433 0.7550 0.0 0.1 0.0
H -4.4809 -1.3440 -0.2258 0.0 0.0 0.0
H -4.6430 -3.1001 -0.0741 0.0 0.0 0.0
H -8.2007 -2.4455 1.1995 0.0 0.0 0.0
H -9.5694 -1.9914 0.1761 0.0 -0.1 0.1
H -8.0163 -1.2066 -0.0581 0.1 -0.1 0.1
C -0.4334 7.2473 -0.0534 0.1 0.0 -0.1
Br -0.0624 6.7659 -1.8731 0.0 0.0 0.0
Br -0.1994 5.7343 1.1213 -0.2 0.1 0.2
Br 0.6279 8.7408 0.5236 0.0 0.0 0.0
H -1.4711 7.5387 0.0084 -0.1 0.0 0.0
Ca 5.6929 5.5569 0.4063 0.3 -0.1 -0.3
```
Positions in Å, forces in eV/Å.

As for the total charge: +1. The calculation puts the LUMO energy at -7.355 eV.

***

Entry 2:
The following is a DFT calculation (ωB97M-V/def2-TZVPD) of a molecular structure, C14H25ClNO2.

Structure (XYZ):
```
43
Properties=species:S:1:pos:R:3:forces:R:3
C 0.7100 3.1533 2.1156 -5.0 -2.2 -4.6
C -0.2463 2.9801 1.2129 4.1 0.5 4.3
C -1.3844 2.6653 0.0860 2.1 0.3 0.3
C -1.1266 1.1004 -0.3453 0.4 1.2 1.4
O -0.2032 1.1495 -1.4533 -1.6 -1.6 1.3
C 0.2410 -0.1740 -1.8616 1.0 -0.6 -1.4
C 1.6595 -0.6422 -1.2135 -0.1 -0.7 0.5
C 1.5160 -2.1917 -0.7257 0.3 -0.4 -0.7
C 2.2411 0.3584 -0.0846 0.7 0.2 -0.4
C 2.9102 1.6557 -0.8524 -2.1 -1.6 1.7
C 3.4090 -0.2954 0.8426 -0.4 0.4 0.3
O -2.3803 0.4216 -0.6201 1.4 -0.6 0.2
C -2.5402 -0.7888 0.1687 -1.5 -0.2 0.9
C -3.2189 -0.3933 1.5922 2.7 -0.3 2.2
C -2.3797 -0.3918 2.7632 -1.9 0.2 -2.6
C -3.4702 -1.8734 -0.6477 0.1 0.7 0.5
N -2.7905 -3.2144 -0.8056 -0.8 0.7 0.9
H 1.5305 2.8952 2.8939 -1.9 1.0 -1.9
H -2.4513 2.8552 0.4631 1.8 -0.4 -0.4
H -1.1205 3.3734 -0.8004 -0.7 -1.4 1.5
H -0.6840 0.6053 0.6143 -0.4 0.6 -1.9
H -0.5677 -1.0016 -1.7403 1.2 1.6 0.1
H 0.4278 -0.1072 -3.0135 -0.5 0.1 2.1
H 2.4561 -0.6592 -2.0683 -1.5 0.2 1.5
H 0.5877 -2.7313 -1.1867 1.5 1.0 0.7
H 1.4556 -2.3197 0.4149 0.1 0.3 -1.7
H 2.4379 -2.7736 -1.1465 -1.6 0.9 1.1
H 1.4550 0.7911 0.6350 0.9 -1.0 -1.1
H 3.0818 1.4262 -1.9635 -0.1 0.1 2.0
H 3.8492 1.9369 -0.2631 -1.8 -1.0 -1.0
H 2.1715 2.5457 -0.7911 1.3 -1.7 -0.1
H 3.0899 -1.2810 1.3518 0.6 1.4 -0.8
H 4.4108 -0.4387 0.2798 -1.7 0.2 0.8
H 3.6019 0.4684 1.7025 -0.2 -1.3 -1.5
H -1.5642 -1.3464 0.4125 -1.1 1.2 -0.5
H -4.3236 -0.0825 1.6386 1.7 -0.9 -0.1
H -1.2415 -0.3573 2.6215 -1.8 -0.6 0.3
H -2.7863 -0.3594 3.8368 0.6 0.4 -1.9
H -3.7723 -1.4274 -1.6731 0.7 -0.7 1.7
H -4.4251 -2.0372 -0.0221 1.4 0.2 -1.1
H -1.7618 -3.1285 -0.7779 -0.9 0.0 0.1
H -3.1067 -3.7964 -0.0048 0.7 0.5 -0.9
Cl 4.3026 3.4309 -1.5846 2.4 3.4 -1.6
```
Positions in Å, forces in eV/Å.

As for the total charge: -1. The calculation puts the LUMO energy at 2.606 eV.

***

Entry 3:
The following is a DFT calculation (ωB97M-V/def2-TZVPD) of a molecular structure, C14H25GaI2OP2.

Structure (XYZ):
```
45
Properties=species:S:1:pos:R:3:forces:R:3
I 0.1747 -1.6278 -3.6319 -1.2 -0.2 1.3
I -1.6926 -1.8512 -1.4267 0.9 -0.4 -2.0
Ga 0.1338 0.1639 0.1329 1.4 1.7 1.0
P 1.4273 -1.8298 0.7005 0.4 -1.2 -0.2
C 0.5887 -2.8752 1.9375 -0.2 0.3 -0.1
C 1.8112 -2.9598 -0.6683 0.0 0.2 -0.1
H 2.5252 -3.7072 -0.3037 -0.2 0.1 -0.2
H 3.5237 -2.5029 1.7123 -0.3 0.2 -0.1
H 2.2381 -2.3929 -1.5024 0.1 -0.2 0.2
H 3.6997 -0.9867 0.7862 -0.1 -0.1 0.2
H -0.3254 -3.3046 1.5212 0.1 -0.1 0.1
H 0.9024 -3.4412 -1.0380 0.2 -0.1 0.2
C 3.0543 -1.5375 1.4801 -0.1 0.6 -0.2
H 1.2850 -3.6708 2.2282 -0.2 0.1 -0.1
H 2.9385 -0.9517 2.3987 0.0 -0.1 -0.1
H 0.3311 -2.2772 2.8167 0.1 -0.1 0.0
P -1.1717 1.8843 -1.0767 -0.6 0.4 -0.8
C -2.8766 2.0854 -0.4532 0.2 -0.3 0.2
C -0.5126 3.5887 -0.9916 0.5 -0.3 0.2
H -0.4151 1.4096 -3.3197 -0.2 0.3 0.0
H -1.8646 2.4855 -3.2952 0.1 -0.3 0.0
H -1.9994 0.7080 -3.0310 -0.1 0.3 0.0
C -1.3891 1.5985 -2.8580 0.1 -0.1 0.0
H 0.4696 3.6264 -1.4772 -0.2 0.0 0.1
H -1.1930 4.2703 -1.5183 0.0 -0.3 0.1
H -3.3318 2.9199 -1.0006 0.0 -0.2 0.1
H -2.8886 2.3113 0.6175 0.0 0.1 -0.2
H -0.4052 3.9123 0.0491 0.0 -0.1 -0.1
H -3.4449 1.1674 -0.6248 -0.1 0.1 -0.1
C -1.5386 -0.4698 1.2234 -3.9 -1.8 3.0
O -2.4501 -0.9088 1.7790 3.4 1.7 -2.1
C 1.3596 1.4926 1.0973 -0.2 -0.3 -0.3
C 0.9772 2.0137 2.4583 -0.4 0.1 0.5
C 1.9733 2.4051 3.3781 -0.4 -0.1 -0.3
C 1.6255 2.9899 4.5958 -0.3 -0.2 0.0
C 0.2776 3.2185 4.9172 0.1 -0.1 -0.5
C -0.7185 2.8306 4.0120 0.0 -0.2 0.1
C -0.3736 2.1866 2.8141 0.4 0.2 0.3
H 1.4190 2.3310 0.3874 0.3 -0.1 0.2
H 2.3484 1.0301 1.1632 0.0 0.2 -0.2
H 3.0228 2.2533 3.1051 -0.3 0.1 0.2
H 2.4050 3.2558 5.3074 -0.2 0.0 -0.2
H 0.0129 3.7028 5.8581 0.1 -0.2 -0.3
H -1.7725 3.0069 4.2492 0.4 -0.1 0.0
H -1.1703 1.8147 2.1461 0.3 0.4 0.3
```
Positions in Å, forces in eV/Å.

As for the total charge: +2. The calculation puts the LUMO energy at -9.269 eV.

***

Entry 4:
The following is a DFT calculation (ωB97M-V/def2-TZVPD) of a molecular structure, C14H25GeN11Ni.

Structure (XYZ):
```
52
Properties=species:S:1:pos:R:3:forces:R:3
Ni -0.1022 0.1885 -0.1009 0.0 0.1 -0.1
N -2.5333 -1.1688 -3.0490 0.0 0.0 0.0
C -3.4346 -1.3917 -2.0369 0.0 0.0 0.0
C -2.8809 -0.8316 -0.9264 0.0 0.0 0.0
N -1.6557 -0.2946 -1.2398 0.0 0.0 0.1
C -1.4830 -0.5105 -2.5243 0.0 0.0 0.0
C 0.1390 1.1122 -3.1917 0.0 0.0 0.0
N -0.5380 2.1580 -2.8071 0.0 0.0 -0.1
C 0.3584 3.2056 -2.9312 0.0 0.0 0.0
C 1.5571 2.7656 -3.3881 0.0 0.0 0.0
N 1.3961 1.4028 -3.5814 0.0 0.0 0.0
H -2.5688 -1.4640 -4.0111 0.0 0.0 0.0
H -4.3614 -1.9133 -2.1904 0.0 0.0 0.0
H -3.2721 -0.7916 0.0754 0.0 0.0 0.0
H 0.0704 4.2143 -2.6864 0.0 0.0 0.0
H 2.4821 3.2691 -3.6033 0.0 0.0 0.0
H 2.1063 0.7003 -3.6906 0.0 0.0 0.0
N -0.0049 -1.9650 -4.6797 0.0 0.0 0.0
N 0.5562 -1.2042 -3.5950 0.0 0.0 -0.1
N 0.7824 -2.1471 -2.5525 0.0 0.0 0.0
C 1.2157 -1.6911 -1.4273 0.0 0.1 0.0
N 1.4156 -0.3909 -1.0816 -0.1 0.0 -0.1
N -0.3727 -0.1780 -3.2796 0.0 0.0 0.1
H 0.0331 -2.9311 -4.3658 0.0 0.0 0.0
H 0.6424 -1.8796 -5.4551 0.0 0.0 0.0
H 1.4580 -2.4871 -0.7188 0.0 0.0 0.0
C -3.3331 2.6278 3.1307 0.0 0.0 0.0
N -2.0764 1.9195 3.3691 0.0 0.0 0.0
C -1.2262 2.4424 4.4386 0.0 0.0 0.0
C -1.4665 1.4027 2.3130 0.0 0.1 -0.1
N -0.9520 0.9395 1.3928 0.0 -0.1 0.1
H -3.9079 2.6322 4.0553 0.0 0.0 0.0
H -3.9015 2.1083 2.3636 0.0 0.0 0.0
H -3.1563 3.6582 2.8103 0.0 0.0 0.0
H -1.7961 2.4397 5.3662 0.0 0.0 0.0
H -0.8940 3.4614 4.2219 0.0 0.0 0.0
H -0.3575 1.7999 4.5568 0.0 0.0 0.0
C 3.6671 -2.3867 1.5370 0.0 0.0 0.0
Ge 2.0442 -1.2947 1.7269 0.0 0.0 0.0
C 2.2525 -0.1382 3.2987 0.0 0.0 0.0
C 0.5271 -2.4872 2.0884 0.0 0.0 0.0
C 1.7360 -0.0632 0.2395 0.1 -0.1 0.1
H 3.8386 -2.9715 2.4425 0.0 0.0 0.0
H 4.5387 -1.7547 1.3639 0.0 0.0 0.0
H 3.5770 -3.0762 0.6966 0.0 0.0 0.0
H 2.5185 -0.7211 4.1816 0.0 0.0 0.0
H 1.3109 0.3780 3.4945 0.0 0.0 0.0
H 3.0260 0.6133 3.1354 0.0 0.0 0.0
H 0.7243 -3.0770 2.9860 0.0 0.0 0.0
H 0.3345 -3.1743 1.2642 0.0 0.0 0.0
H -0.3758 -1.8964 2.2497 0.0 0.0 0.0
H 2.3428 0.8418 0.3156 0.0 0.0 0.0
```
Positions in Å, forces in eV/Å.

The calculation puts the LUMO energy (spin up / spin down) at 0.508 / 0.508 eV.